Arrangement one

Formula: CH4N6O
Source: OMol25
Level of theory: wB97M-V/def2-TZVPD

```
! wB97M-V def2-TZVPD RIJCOSX def2/J DEFGRID3
* xyz 0 1
N -2.06735 -0.21758 -0.24931
N -1.12966 -1.24616 0.17224
C 0.08117 -0.93258 0.18137
N 1.11262 -1.71145 0.36539
N 2.17339 -1.21967 -0.07814
O 2.06075 0.05711 -0.50268
N 0.67529 0.32964 -0.30330
N 0.64475 1.38568 0.48251
H -2.78104 -0.78872 -0.83108
H -1.39811 0.60371 -0.68639
H 0.13970 1.39785 1.53041
H 0.48849 2.34217 -0.08103
*
```

- HOMO-LUMO gap (eV) = 8.922
- structure (SMILES) = N/N=c1/nnon1N
- molar mass (g mol⁻¹) = 116.1

Arrangement two

Formula: CH4N6O
Source: OMol25
Level of theory: wB97M-V/def2-TZVPD

```
! wB97M-V def2-TZVPD RIJCOSX def2/J DEFGRID3
* xyz 0 1
N -0.25134 1.70769 -1.41216
N 0.47465 1.47637 -0.27401
C 0.58363 0.27410 0.22501
N 1.40609 -0.07094 1.28791
N 1.17940 -1.18111 1.72470
N 0.13749 -1.72374 0.84521
N -0.16207 -0.90708 -0.17013
O -1.49354 -0.71804 -0.09945
H -0.29540 2.66867 -1.76179
H -0.92619 1.06576 -1.58434
H 0.75976 -2.57510 0.45151
H -1.41248 -0.01656 0.76753
*
```

- HOMO-LUMO gap (eV) = 8.755
- structure (SMILES) = N/N=c1/nn[nH]n1O
- molar mass (g mol⁻¹) = 116.1

Arrangement three

Formula: CH4N6O
Source: OMol25
Level of theory: wB97M-V/def2-TZVPD

```
! wB97M-V def2-TZVPD RIJCOSX def2/J DEFGRID3
* xyz 0 1
N -0.30305 1.79993 0.32436
N 0.21771 0.69642 -0.32836
N 1.57372 0.63410 -0.11123
N 1.98488 -0.60627 0.03047
N 1.01295 -1.41745 0.12607
C -0.16883 -0.61420 0.00720
N -1.35460 -1.04730 0.20524
O -2.28636 -0.11930 -0.27060
H -0.62063 1.52716 1.27724
H -1.10931 2.07836 -0.23264
H 2.17829 1.26987 -0.63965
H -3.06584 -0.65176 -0.00927
*
```

- HOMO-LUMO gap (eV) = 9.048
- structure (SMILES) = Nn1[nH]nn/c1=N/O
- molar mass (g mol⁻¹) = 116.1

Which of them is the least stable? Correct choice: arrangement one.

Arrangement one

Formula: C7H16N2O
Source: OMol25
Level of theory: wB97M-V/def2-TZVPD

```
! wB97M-V def2-TZVPD RIJCOSX def2/J DEFGRID3
* xyz 0 1
C -2.65792 0.77502 1.85915
N -2.38001 0.37658 0.49306
C -3.19592 0.76088 -0.52752
C -2.78392 0.27211 -1.89999
O -4.18953 1.45382 -0.32943
H -1.87916 0.35940 2.52052
H -3.63938 0.39509 2.18932
H -2.65435 1.87352 1.95852
H -1.56118 -0.20111 0.28730
H -2.76777 -0.83009 -1.93888
H -3.51019 0.63979 -2.64427
H -1.78276 0.64836 -2.16969
C 2.42214 0.51133 -0.72080
C 2.46972 0.44252 0.82797
C 2.37635 -1.05700 1.14035
N 1.63344 -1.57432 -0.01261
C 2.30583 -0.95489 -1.15848
H 3.31758 0.99759 -1.15343
H 1.53444 1.08135 -1.05625
H 1.60588 0.97825 1.26638
H 3.39138 0.89089 1.24627
H 1.84601 -1.27708 2.08680
H 3.39177 -1.49156 1.21463
H 1.67586 -2.60038 -0.05949
H 3.31366 -1.37834 -1.33292
H 1.71804 -1.09172 -2.08650
*
```

- HOMO-LUMO gap (eV) = 10.064
- structure (SMILES) = CNC(C)=O.C1CCNC1
- molar mass (g mol⁻¹) = 144.2

Arrangement two

Formula: C7H16N2O
Source: OMol25
Level of theory: wB97M-V/def2-TZVPD

```
! wB97M-V def2-TZVPD RIJCOSX def2/J DEFGRID3
* xyz 0 1
C 1.30257 -0.20060 1.83024
C 0.19712 0.21261 1.17362
N -0.96897 -0.61897 0.71927
C -0.85133 -2.07363 0.80914
C -2.33034 -0.15750 1.00645
H 1.92960 0.52881 2.32650
H 1.72578 -1.18751 1.69796
H -0.15343 1.22377 1.36849
H 0.13824 -2.48525 1.01400
H -1.43490 -2.48358 1.63869
H -1.16547 -2.55340 -0.12119
H -2.68140 -0.49673 1.98392
H -2.98882 -0.59810 0.25130
H -2.39947 0.92799 0.91308
C 1.59985 -0.27248 -1.48843
N 0.67571 0.75110 -1.01176
C 1.19069 2.11215 -1.11505
C -0.76550 0.54954 -1.34369
O -1.51113 1.50614 -1.54853
H 1.74053 -0.16612 -2.56612
H 1.16739 -1.26010 -1.31916
H 2.54549 -0.18551 -0.94902
H 1.50124 2.32412 -2.14017
H 2.05617 2.20381 -0.45395
H 0.41099 2.82347 -0.83895
H -0.93060 -0.42402 -1.83662
*
```

- HOMO-LUMO gap (eV) = 8.857
- structure (SMILES) = C=CN(C)C.CN(C)C=O
- molar mass (g mol⁻¹) = 144.2

Arrangement three

Formula: C7H16N2O
Source: OMol25
Level of theory: wB97M-V/def2-TZVPD

```
! wB97M-V def2-TZVPD RIJCOSX def2/J DEFGRID3
* xyz 0 1
C 3.27462 -0.38586 -0.74424
C 2.10630 -1.30614 -1.10644
C 1.08298 -1.69454 -0.30598
N 0.36226 -2.77850 -0.64877
N -0.71014 -3.16676 0.13310
H 3.95723 -0.27152 -1.56009
H 3.82540 -0.90301 0.14702
H 3.00759 0.55609 -0.43863
H 2.23715 -1.87426 -2.03712
H 1.05927 -1.23252 0.67376
H 0.38639 -3.16080 -1.54714
H -1.51797 -2.59591 -0.17307
H -0.91673 -4.12445 0.33283
C -1.17559 0.37846 0.89232
C -1.35750 1.54240 0.19908
C -1.29132 1.57206 -1.25878
O -1.41503 2.81621 0.68980
C -1.68920 2.96451 2.02125
H -1.02253 0.31890 1.93529
H -1.17300 -0.50695 0.36437
H -0.29350 1.42371 -1.64463
H -1.87124 0.75936 -1.65301
H -1.56129 2.65391 -1.52284
H -1.85089 4.01223 2.26297
H -0.76240 2.52755 2.66153
H -2.69086 2.47583 2.32742
*
```

- HOMO-LUMO gap (eV) = 8.268
- structure (SMILES) = C/C=C/NN.C=C(C)OC
- molar mass (g mol⁻¹) = 144.2

Which of them is the least stable? Correct choice: arrangement three.

Arrangement one

Formula: C14H20N2O
Source: OMol25
Level of theory: wB97M-V/def2-TZVPD

```
! wB97M-V def2-TZVPD RIJCOSX def2/J DEFGRID3
* xyz 0 1
C 4.13956 -1.82070 0.71133
C 3.04696 -1.30118 1.59628
C 2.28597 -2.03770 2.45104
N 1.17112 -1.31411 2.84510
C 1.21301 -0.07237 2.26076
C 0.37797 1.03300 2.26217
C 0.73031 2.12457 1.48417
C 1.96868 2.22688 0.82242
C 2.79662 1.10286 0.81003
C 2.43385 0.01331 1.58006
H 4.44454 -1.02381 0.03580
H 3.78229 -2.70042 0.17864
H 5.04228 -2.15306 1.23051
H 2.46489 -3.02898 2.83574
H 0.42139 -1.58444 3.45394
H -0.62223 0.97526 2.67866
H 0.10419 3.00514 1.40998
H 2.20330 3.11527 0.25597
H 3.74799 1.18213 0.30037
C -3.65988 -0.15279 -0.06262
C -3.32316 0.86378 -1.16276
N -2.98912 0.10821 -2.38854
C -4.26639 -0.38833 -3.02543
C -1.71316 -0.04289 -2.76688
C -0.56577 0.66496 -2.03217
O -1.38228 -0.72667 -3.73217
H -4.30100 -0.92096 -0.53755
H -4.35960 0.02085 0.75905
H -2.85315 -0.79905 0.27122
H -4.06047 1.64386 -1.30823
H -2.37123 1.22473 -0.79199
H -5.11500 -0.01216 -2.48356
H -4.14043 0.11350 -3.98951
H -4.06764 -1.43308 -3.24347
H -0.47956 0.23574 -1.03196
H 0.34168 0.39622 -2.55540
H -0.68289 1.74566 -2.06723
*
```

- HOMO-LUMO gap (eV) = 8.543
- structure (SMILES) = Cc1c[nH]c2ccccc12.CCN(C)C(C)=O
- molar mass (g mol⁻¹) = 232.3

Arrangement two

Formula: C14H20N2O
Source: OMol25
Level of theory: wB97M-V/def2-TZVPD

```
! wB97M-V def2-TZVPD RIJCOSX def2/J DEFGRID3
* xyz 0 1
C 0.75660 3.36672 3.90969
C 0.46677 3.15513 2.41764
C -0.05747 3.85165 1.35944
N 0.19000 3.14357 0.18426
C 0.85568 1.97560 0.44926
C 1.33000 1.00438 -0.44848
C 2.11498 0.08620 0.21062
C 2.37505 0.08488 1.54805
C 1.90137 0.99593 2.46862
C 1.08631 1.99324 1.89133
H 0.96151 2.45733 4.48556
H -0.13457 3.74443 4.44355
H 1.64826 4.02763 3.99772
H -0.56794 4.80621 1.40634
H -0.25463 3.36484 -0.69085
H 1.09279 1.10449 -1.52585
H 2.66860 -0.69844 -0.34064
H 2.93269 -0.76306 1.86383
H 2.15385 0.92721 3.51680
C 1.44410 -1.90770 -1.89159
C -0.17198 -1.73948 -1.77998
N -1.29358 -2.66098 -2.10915
C -0.95310 -4.09024 -2.53490
C -2.59274 -2.56706 -1.62811
C -3.02636 -1.28995 -0.96604
O -3.44327 -3.43858 -1.84158
H 1.64413 -2.73664 -1.24720
H 1.72276 -0.92139 -1.66345
H 1.57312 -2.70844 -2.88389
H -0.29502 -1.64722 -0.68683
H -0.39920 -0.79720 -2.37882
H -1.76209 -4.75562 -2.24158
H -0.40789 -3.72015 -3.57877
H -0.18330 -4.35615 -1.79283
H -2.34585 -0.47863 -1.15681
H -4.01360 -1.12048 -1.28796
H -2.95787 -1.35604 0.13006
*
```

- HOMO-LUMO gap (eV) = 8.750
- structure (SMILES) = Cc1c[nH]c2ccccc12.CCN(C)C(C)=O
- molar mass (g mol⁻¹) = 232.3

Which of them is the least stable? Correct choice: arrangement two.